A single C4H7FN2 molecule at a distorted geometry. Source: the OMol25 dataset; level of theory: wB97M-V/def2-TZVPD.

Results
DFT total energy = -9953.0589 eV
LUMO = 0.64 eV
Relative energy (zero: lowest compared OMol25 entry of this formula, charge and spin) = 5.7232 eV
Gap between HOMO and LUMO = 9.57 eV
HOMO = -8.9 eV
SMILES = C=NNC/C=C\F

Element x y z (Å)
H: -1.80435 1.78419 0.52888
C: 2.48128 -0.89250 -0.34826
C: 1.34340 -0.59128 0.34923
N: -2.16009 -0.11408 0.04000
H: 0.46022 1.39180 0.73162
H: -3.73308 1.12031 0.41024
N: -0.88645 -0.42425 0.10220
H: 0.66121 -1.68517 0.67605
C: -2.70726 1.00066 0.46578
H: 3.17098 -1.82901 -0.20266
H: 0.56709 0.66819 -1.22201
C: 0.26513 0.45481 0.03394
F: 3.15243 0.24624 -1.07696
H: -0.81052 -1.12990 -0.48805



2 unconnected molecules or ions with the total composition C3H4Cl2N3 at a distorted geometry. Source: the OMol25 dataset; level of theory: wB97M-V/def2-TZVPD.

Results
Total charge = +1
⟨S²⟩ = 2.03
DFT total energy = -32678.2306 eV
LUMO (spin up / spin down) = -5.35 / -8.30 eV
Relative energy (zero: lowest compared OMol25 entry of this formula, charge and spin) = 0.3755 eV
Gap between HOMO and LUMO (spin up / spin down) = 6.68 / 6.57 eV
Multiplicity = 3
HOMO (spin up / spin down) = -12.0 / -14.9 eV

Element x y z (Å)
Cl: 2.28435 1.58523 0.33451
C: -0.09020 0.51833 -0.46916
C: -0.21701 -1.70762 -0.87537
Cl: -2.23890 2.67450 1.47164
N: -0.62051 -0.49668 -1.08043
N: 1.13651 0.31365 0.09901
N: 0.58946 -1.90487 0.21418
H: -0.59709 1.47285 -0.40964
H: -1.78936 3.77142 0.97371
H: -0.51253 -2.52172 -1.52238
H: 0.68370 -2.80482 0.68201
C: 1.37158 -0.90026 0.58192



A single C24H37FN2O2 molecule at a distorted geometry. Source: the OMol25 dataset; level of theory: wB97M-V/def2-TZVPD.

Results
DFT total energy = -35282.2918 eV
LUMO = 0.61 eV
Relative energy (zero: lowest compared OMol25 entry of this formula, charge and spin) = 1.3373 eV
Gap between HOMO and LUMO = 9.35 eV
HOMO = -8.7 eV
SMILES = Cc1cc(C(=O)N(C)CCCCCCNC(=O)C[C@H]2CCCC[C@@H]2C)ccc1F

Element x y z (Å)
H: -0.93299 -0.31517 -1.48798
O: -3.91315 -0.43578 2.94579
H: -1.11464 0.81317 3.15140
C: -3.02492 -0.49881 0.75362
H: 4.09229 -2.29064 -3.12052
C: -0.52102 1.21368 2.32306
C: 1.60864 -1.09555 -3.70931
H: 0.97991 -0.46310 0.09775
F: -1.66862 -2.51880 -2.53285
H: 4.58746 -0.70508 -0.73213
C: 0.93960 1.32438 2.72851
H: 4.18118 -1.11530 -4.43428
H: -2.67020 -0.13957 -3.65691
H: 1.80006 -0.88276 -4.76410
H: 1.20539 -0.80301 2.53664
H: -4.03066 3.28395 3.02158
H: 1.49483 1.65434 1.84339
H: 3.37871 -0.99275 3.62667
H: 1.07905 2.09840 3.49239
H: 2.85173 0.50316 -3.01552
C: 3.32988 -0.72411 0.96315
C: 2.78414 -0.58539 -2.86929
C: -2.12617 -1.85565 -1.44430
H: 3.82925 1.12968 1.65902
O: 2.90889 -1.83591 1.23143
H: -4.17432 0.66455 -0.63071
N: 3.56748 0.20022 1.93649
H: -3.93210 -1.35053 -3.53525
C: -2.13801 -1.55673 0.91003
C: 1.50478 -0.00472 3.21847
H: -4.80624 1.77152 3.55919
H: 3.42297 0.74636 3.93853
H: -3.14979 2.12127 4.03807
H: 1.21675 0.84790 -1.06066
C: -3.51261 0.20212 1.98714
C: 2.51412 -0.84070 -1.37869
H: -4.25019 0.30575 -2.99821
C: 4.08353 -1.22198 -3.35225
H: 1.56479 -2.18782 -3.61121
C: 0.27115 -0.50223 -3.28147
C: -3.87616 2.22468 3.22848
H: 3.68138 0.79393 -0.54331
H: -1.81703 -1.83662 1.90490
H: -0.96432 -3.05519 -0.12067
H: -0.47674 2.98942 1.09347
H: -1.20018 3.23283 2.67108
H: -2.94005 3.25343 0.88593
C: -1.12853 2.52471 1.84041
H: -2.33048 1.72634 0.26684
H: -0.09075 -1.84882 -1.64295
C: 3.61301 -0.29531 -0.46170
C: 3.02922 -0.02274 3.27322
C: -3.46871 -0.15229 -0.51739
H: 4.96718 -0.77341 -2.89951
C: -3.03583 -0.82672 -1.65280
H: -0.53649 -0.90731 -3.89483
C: -1.66917 -2.23924 -0.20207
H: 1.08985 -0.25321 4.19920
H: 2.47111 -1.92387 -1.21758
C: -2.48677 2.30248 1.17574
N: -3.43720 1.57270 2.00366
H: 0.28715 0.58092 -3.45355
C: -3.50009 -0.48286 -3.03675
C: 1.16298 -0.24534 -0.95854
H: -0.58463 0.47252 1.51710
C: 0.01028 -0.76934 -1.80502



A molecular structure, C33H29LaN8O7SSe at a distorted geometry. Source: the OMol25 dataset; level of theory: wB97M-V/def2-TZVPD.

Results
DFT total energy = -137990.5891 eV
LUMO = -1.19 eV
Relative energy (zero: lowest compared OMol25 entry of this formula, charge and spin) = 0.0000 eV
Gap between HOMO and LUMO = 6.84 eV
HOMO = -8.0 eV

Element x y z (Å)
H: -2.86935 -3.19423 1.72160
H: 0.65447 5.28002 0.84107
H: -3.02290 3.76834 -0.56703
H: 2.17901 -0.66621 -3.15949
H: 0.74612 -2.47498 2.64352
C: 0.56211 1.96242 2.71264
C: -0.38665 -0.15359 -5.34803
C: 1.54098 -0.73560 -4.05245
H: -3.18940 4.55519 -3.81078
C: 3.67282 -3.99253 0.91507
O: 2.27404 -2.16190 -0.56472
C: 4.28457 -4.81697 1.87236
H: -1.33504 0.37854 -5.41335
C: 0.39992 0.05391 -4.18380
C: -4.93063 3.12818 -1.27834
C: 0.75975 3.12555 0.77254
C: 0.51951 0.67532 3.38051
H: -4.82966 2.86158 -4.48093
H: -3.49269 -2.14321 -0.92300
N: -0.25480 1.81654 6.79471
O: -1.10642 -1.89031 1.01825
H: -5.45659 3.66677 -0.47422
C: -3.78737 2.76888 -4.82524
C: -3.55807 3.73921 -1.50332
C: -1.59220 -2.24103 -0.11667
N: 0.69872 -0.42296 2.65882
C: 5.07727 -4.39427 2.90081
C: 0.42473 -0.60276 5.41077
C: -0.01652 3.07994 4.84877
N: -3.54939 -2.91065 1.03448
H: -3.58203 1.69189 -4.79759
S: -2.04304 1.38728 -0.56518
C: 0.35080 3.16001 3.44898
H: 6.06174 -2.69716 3.71904
C: 0.61957 4.34915 1.41348
O: 3.03593 -0.41238 0.60758
N: -2.76709 3.03722 -2.51309
H: -4.37564 -3.48018 1.13922
H: 5.47644 -5.14818 3.57488
H: 1.57706 -2.35201 -6.99386
C: 5.38662 -3.04694 2.94499
H: 0.69035 -2.70069 5.08463
H: -4.87306 2.11154 -0.94164
C: -2.83855 3.51804 -3.88796
C: 0.40039 4.36971 2.78106
N: -1.24171 1.45236 -3.19951
C: -0.04731 0.96099 -3.08216
C: 0.33974 0.62178 4.77325
C: -1.95704 1.98955 -2.18658
H: 0.82194 3.08317 -0.30299
H: 0.25204 5.29324 3.32984
Se: -0.72752 3.48672 7.21501
H: 0.35292 -0.63985 6.48356
H: 3.02056 -4.35202 0.13259
H: -2.76199 -3.80161 -0.87240
La: 0.59611 -0.48109 -0.07730
N: 0.77219 1.95364 1.39216
C: 4.80106 -2.21466 2.04024
C: 1.23852 -1.67622 -6.22538
N: 4.01397 -6.24601 1.87274
H: -1.81965 3.49888 -4.30064
H: -3.69220 3.13647 -5.83652
C: -2.92818 -2.87025 -0.28540
H: 5.01537 -1.13522 2.07254
C: 3.86587 -2.61570 1.08482
C: 0.04823 -0.98043 -6.37059
C: 0.69529 -1.58334 3.27336
H: -3.64160 4.77751 -1.86181
O: 4.59431 -6.93869 2.69366
C: 0.05483 1.82229 5.50946
H: -0.52102 -1.07314 -7.29385
O: 0.75868 1.13830 -2.06677
C: 1.94561 -1.58685 -5.05864
H: -5.60812 3.13785 -2.14902
C: 0.62513 -1.72784 4.64803
C: 3.06088 -1.62620 0.30305
O: 3.18965 -6.64628 1.08018
O: -1.03795 -1.90844 -1.20120
H: 2.82379 -2.19289 -4.93372
N: -0.43827 4.09747 5.56094



- Among the records above, which one has the highest DFT total energy?
  C4H7FN2



- Which of these has the lowest relative energy (zero: lowest compared OMol25 entry of this formula, charge and spin)?
  C33H29LaN8O7SSe



Please write out number 2 again, unchanged.
2 unconnected molecules or ions with the total composition C3H4Cl2N3 at a distorted geometry. Source: the OMol25 dataset; level of theory: wB97M-V/def2-TZVPD.

Results
Total charge = +1
⟨S²⟩ = 2.03
DFT total energy = -32678.2306 eV
LUMO (spin up / spin down) = -5.35 / -8.30 eV
Relative energy (zero: lowest compared OMol25 entry of this formula, charge and spin) = 0.3755 eV
Gap between HOMO and LUMO (spin up / spin down) = 6.68 / 6.57 eV
Multiplicity = 3
HOMO (spin up / spin down) = -12.0 / -14.9 eV

Element x y z (Å)
Cl: 2.28435 1.58523 0.33451
C: -0.09020 0.51833 -0.46916
C: -0.21701 -1.70762 -0.87537
Cl: -2.23890 2.67450 1.47164
N: -0.62051 -0.49668 -1.08043
N: 1.13651 0.31365 0.09901
N: 0.58946 -1.90487 0.21418
H: -0.59709 1.47285 -0.40964
H: -1.78936 3.77142 0.97371
H: -0.51253 -2.52172 -1.52238
H: 0.68370 -2.80482 0.68201
C: 1.37158 -0.90026 0.58192